A molecular structure, C9H20F6N4NaO12S6. Source: OMol25; level of theory: ωB97M-V with the def2-TZVPD basis set.

Last column: Löwdin charge in e.
Positions of all 58 atoms, in Å:
Na (2.4409, -2.2063, -1.1082)  0.379
C (-0.6438, -1.3891, 0.4965)  -0.090
C (-1.7373, -0.5444, 1.0442)  -0.191
C (-1.5987, 0.8905, 0.3711)  -0.099
N (-2.6270, 1.9463, 0.8479)  -0.188
C (-2.5363, 3.1710, -0.1085)  -0.090
C (-3.1885, 4.5170, 0.3818)  -0.140
C (-2.5186, 4.9100, 1.7462)  -0.185
C (-2.6526, 3.8385, 2.8462)  -0.147
C (-2.2779, 2.3973, 2.3566)  -0.052
C (-4.1624, 1.5009, 0.8415)  0.030
H (0.2010, -0.8319, 0.0916)  0.064
H (-0.9222, -2.0135, -0.3524)  0.077
H (-0.2076, -1.9975, 1.2888)  0.089
H (-1.8201, -0.6248, 2.1281)  0.117
H (-2.6626, -0.8269, 0.5422)  0.100
H (-1.7314, 0.8124, -0.7079)  0.133
H (-0.6030, 1.2944, 0.5543)  0.119
H (-1.4703, 3.2489, -0.3224)  0.134
H (-3.0322, 2.8744, -1.0327)  0.125
H (-3.0731, 5.3560, -0.3044)  0.114
H (-4.2754, 4.4483, 0.4247)  0.099
H (-1.4768, 5.1896, 1.5900)  0.119
H (-3.1007, 5.7550, 2.1139)  0.106
H (-2.0477, 4.1910, 3.6817)  0.120
H (-3.7042, 3.7746, 3.1256)  0.106
H (-1.2553, 2.0788, 2.5590)  0.129
H (-2.8354, 1.6363, 2.9027)  0.107
H (-4.8229, 2.3033, 1.1702)  0.087
H (-4.4345, 0.8230, 1.6506)  0.091
H (-4.4674, 1.0518, -0.1037)  0.106
N (3.0572, -2.6950, 1.0115)  -0.299
S (3.0323, -1.7514, 2.2011)  0.457
O (4.3317, -1.2896, 2.5738)  -0.265
O (2.0307, -1.9206, 3.2963)  -0.312
F (2.5545, -0.5137, 1.2398)  -0.231
S (3.1397, -4.0975, 2.0060)  0.586
O (1.8879, -4.5669, 2.5360)  -0.275
O (4.4094, -4.2047, 2.7718)  -0.283
F (3.3650, -5.0911, 0.8196)  -0.166
N (2.1775, -3.6609, -2.8472)  -0.301
S (2.6828, -4.9102, -3.4619)  0.461
O (2.5803, -5.0589, -4.9179)  -0.282
O (2.8150, -6.0746, -2.5608)  -0.297
F (4.1915, -4.3746, -3.2964)  -0.218
S (0.5028, -4.0114, -2.7831)  0.551
O (-0.0707, -4.8908, -1.8141)  -0.240
O (-0.2083, -3.8716, -4.0233)  -0.262
F (0.2202, -2.5686, -2.2782)  -0.201
N (2.8073, -0.2167, -2.3960)  -0.257
S (4.1189, 0.5539, -2.3356)  0.414
O (4.3308, 1.3043, -1.1310)  -0.270
O (4.6230, 1.0742, -3.5941)  -0.281
F (5.0686, -0.7675, -2.1301)  -0.205
S (1.8538, 1.2894, -2.3816)  0.656
O (1.8849, 2.2176, -3.5228)  -0.278
O (1.4735, 1.8807, -1.0905)  -0.329
F (0.3835, 0.6412, -2.6070)  -0.239

Cartesian forces, eV/Å:
0.3 0.3 -0.1
1.6 -1.0 -0.4
-1.3 2.0 -1.9
-0.4 -0.5 1.4
-1.7 1.7 1.1
-0.4 0.2 -0.2
1.3 -1.1 1.2
-1.4 -0.2 -0.5
-0.2 -0.7 -1.9
-0.2 -1.1 -0.2
1.1 -0.1 0.8
0.0 0.5 0.2
-0.4 -0.1 0.4
-0.1 -0.3 -0.1
0.0 0.6 -0.1
-0.4 -0.7 0.8
0.0 -0.2 0.0
-0.1 0.3 0.0
0.0 0.3 0.1
0.1 -0.3 0.0
0.6 -0.4 -0.4
-0.1 -0.4 0.5
-0.1 0.0 -0.1
0.5 0.4 0.0
0.0 -0.7 0.1
0.0 0.3 0.3
0.2 0.5 -0.5
-0.1 0.3 0.3
0.5 0.8 -0.8
1.0 -0.7 -0.1
0.4 0.3 0.0
-0.6 -4.8 1.5
-0.4 6.3 3.0
-0.3 -0.2 0.6
1.9 0.4 -3.0
-0.8 0.1 0.7
2.2 -3.4 -0.5
1.0 0.9 -0.1
-3.4 0.7 -1.5
0.2 0.0 -0.5
-6.3 1.9 1.9
7.8 -6.2 -2.4
-0.9 -0.1 2.6
-1.8 1.5 -2.1
0.6 0.1 -0.6
-1.9 2.1 -1.5
1.4 0.1 0.1
1.1 -1.4 -0.2
-0.1 1.8 2.0
-4.8 2.7 -0.2
7.7 -0.2 -0.9
-0.3 0.1 -0.6
-0.9 -0.3 1.5
-0.9 0.6 0.1
-5.2 1.5 0.0
1.3 -2.2 2.0
2.1 -0.9 -1.1
0.6 -1.2 -0.7

Properties
net charge	-1
E	-125917.1139	eV
2S+1	1
energy above the lowest of the compared OMol25 structures with the same formula, charge and spin	25.40	kcal/mol
highest occupied orbital energy	-7.37	eV
max |F|	0.1993	Eh/bohr
frontier orbital gap	8.15	eV